# 1
{
  "formula": "C15H23F9NO3P2Tb",
  "method": "ωB97M-V/def2-TZVPD",
  "de_lowest_kj_mol": 583.3,
  "multiplicity": 7,
  "e_homo_ev": [-15.70, -15.78],
  "charge": 2,
  "energy_ev": -89013.32652,
  "species": ["Tb", "P", "C", "C", "N", "C", "C", "C", "C", "C", "P", "H", "H", "H", "H", "H", "H", "H", "H", "O", "H", "H", "O", "H", "C", "H", "H", "H", "C", "H", "H", "H", "C", "H", "H", "H", "C", "H", "H", "H", "F", "C", "F", "F", "C", "O", "C", "F", "F", "F", "C", "F", "F", "F"],
  "coordinates": [[0.0000, 0.0000, 0.0000], [-0.7163, 2.0392, 0.7860], [-2.2300, 2.2407, -0.3306], [-2.0209, 1.5934, -1.6937], [-1.1010, 0.5938, -1.7566], [-0.9021, -0.0321, -2.9463], [-1.6077, 0.3160, -4.1015], [-2.5571, 1.3386, -4.0231], [-2.7714, 1.9878, -2.8044], [0.1740, -1.1095, -2.9719], [0.4651, -1.8566, -1.2575], [-3.5060, 2.7753, -2.7218], [-1.4240, -0.1909, -5.0371], [-3.1214, 1.6258, -4.8983], [-0.0811, -1.8980, -3.6801], [1.1016, -0.6496, -3.3127], [-3.0534, 1.7601, 0.1367], [-2.4794, 3.2968, -0.4297], [-3.7327, -2.4727, 1.8384], [-4.6546, -2.0007, 1.9222], [-5.3124, -2.5808, 1.4477], [-0.4584, -4.8273, 1.6396], [-1.2319, -5.3355, 2.0489], [-0.8283, -6.1524, 2.4688], [-0.7093, -3.3277, -1.3152], [-0.5179, -3.9388, -2.1972], [-0.5783, -3.9475, -0.4282], [-1.7422, -2.9795, -1.3516], [2.1361, -2.6902, -1.4967], [2.3888, -3.2791, -0.6145], [2.1142, -3.3511, -2.3631], [2.9120, -1.9402, -1.6508], [0.2790, 3.5755, 0.3524], [-0.3339, 4.4707, 0.4568], [1.1399, 3.6623, 1.0155], [0.6330, 3.5117, -0.6767], [-1.4501, 2.4668, 2.4650], [-0.6655, 2.5007, 3.2207], [-1.9463, 3.4366, 2.4287], [-2.1844, 1.7134, 2.7526], [2.4077, -1.4976, 3.0222], [3.3338, -0.7369, 2.3296], [4.4652, -0.6024, 3.1160], [3.6796, -1.4393, 1.1881], [2.7292, 0.6494, 1.9560], [1.5960, 0.3798, 1.1439], [2.3049, 1.3947, 3.2537], [3.3854, 1.5621, 4.1027], [1.8008, 2.6438, 2.9743], [1.3281, 0.6794, 3.9241], [3.7673, 1.4680, 1.1366], [4.9160, 1.6926, 1.8757], [4.1144, 0.7905, -0.0194], [3.2539, 2.6909, 0.7622]]
}

***

# 2
{
  "formula": "C16H25Cl2FO3",
  "method": "ωB97M-V/def2-TZVPD",
  "multiplicity": 1,
  "e_homo_ev": -8.85,
  "energy_ev": -50895.43408,
  "species": ["F", "C", "C", "C", "C", "C", "C", "H", "H", "H", "H", "H", "C", "Cl", "Cl", "H", "H", "C", "C", "O", "C", "H", "H", "H", "H", "H", "H", "C", "C", "O", "C", "H", "H", "H", "H", "H", "H", "C", "C", "O", "C", "H", "H", "H", "H", "H", "H"],
  "coordinates": [[3.0584, 4.5163, 1.7755], [2.6694, 3.7492, 0.7243], [3.4514, 3.8312, -0.4546], [3.1478, 3.0505, -1.5445], [2.0297, 2.2162, -1.4951], [1.2821, 2.0500, -0.3217], [1.6311, 2.8436, 0.7843], [4.2939, 4.5051, -0.4048], [3.7934, 3.2081, -2.3958], [1.7682, 1.6544, -2.3797], [0.4910, 1.3154, -0.2906], [0.9848, 2.8425, 1.6496], [-0.4072, 0.0086, 1.6872], [-1.8616, -0.9944, 2.1275], [0.0895, -0.3015, -0.0162], [-0.7054, 1.0570, 1.6985], [0.4378, -0.2231, 2.3355], [2.8704, -0.9478, 1.3188], [2.8282, 0.4868, 1.7116], [1.7848, 1.0436, 2.1233], [4.1441, 1.1825, 1.7109], [1.8899, -1.2176, 0.9266], [3.1281, -1.6134, 2.1427], [3.6457, -1.1311, 0.5749], [4.5246, 1.2405, 0.6911], [4.8118, 0.5444, 2.2898], [4.0480, 2.1294, 2.2422], [-4.6413, -3.0286, 0.3027], [-3.3665, -3.8136, 0.5295], [-3.3102, -4.8545, 1.1394], [-2.0996, -3.1207, 0.0623], [-4.8556, -2.8507, -0.7511], [-4.7826, -2.0751, 0.8114], [-5.4283, -3.6995, 0.6472], [-2.3230, -2.7960, -0.9539], [-1.3169, -3.8706, 0.1771], [-1.8460, -2.2790, 0.7068], [-2.8617, -0.4720, -3.4913], [-2.9935, -0.9021, -2.0201], [-3.9233, -1.5988, -1.5486], [-2.0630, -0.3054, -1.0085], [-3.5439, 0.3510, -3.7042], [-3.1101, -1.3195, -4.1301], [-1.8196, -0.2503, -3.7215], [-1.8723, -0.8263, -0.0702], [-2.5773, 0.6344, -0.8075], [-1.0952, 0.0311, -1.3803]]
}

***

# 3
{
  "formula": "C4H7N3",
  "method": "ωB97M-V/def2-TZVPD",
  "de_lowest_kj_mol": 207.1,
  "multiplicity": 1,
  "e_homo_ev": -6.72,
  "energy_ev": -8729.53240,
  "smiles": "[H]/N=C1/CC(N)=CN1",
  "species": ["H", "N", "C", "C", "C", "N", "C", "N", "H", "H", "H", "H", "H", "H"],
  "coordinates": [[-3.0325, 0.2619, 0.8439], [-2.5168, -0.5948, 0.6207], [-1.4233, -0.4262, 0.0971], [-0.1944, -1.1289, -0.2671], [0.8825, -0.0670, -0.0786], [2.1464, -0.4486, 0.3799], [0.3949, 1.1975, -0.2217], [-0.9637, 1.2743, -0.1956], [-0.0234, -1.9801, 0.3928], [-0.2639, -1.4910, -1.2955], [2.7421, 0.3172, 0.6573], [2.6412, -1.0943, -0.2221], [1.0192, 2.0816, -0.1354], [-1.4082, 2.0985, -0.5757]]
}

***

# 4
{
  "formula": "C5H5NO",
  "method": "ωB97M-V/def2-TZVPD",
  "de_lowest_kj_mol": 541.3,
  "multiplicity": 1,
  "e_homo_ev": -8.46,
  "energy_ev": -8797.80931,
  "species": ["O", "C", "C", "C", "C", "C", "N", "H", "H", "H", "H", "H"],
  "coordinates": [[-0.8041, 1.9464, 1.3041], [-0.1040, 1.1548, 0.8522], [0.6567, 0.1181, 0.4075], [-0.3001, -1.0298, -0.1748], [0.6123, -0.3207, -1.0791], [0.1601, 0.5809, -2.1263], [-0.2747, 1.2128, -2.9933], [-0.9011, -0.8087, 2.4613], [1.4897, -0.1547, 1.0531], [-1.3200, -0.6255, -0.2723], [-0.7742, -1.2650, 1.8794], [1.5594, -0.8086, -1.3118]]
}

***

# 5
{
  "formula": "CH4NO3",
  "method": "ωB97M-V/def2-TZVPD",
  "de_lowest_kj_mol": 42.0,
  "multiplicity": 1,
  "e_homo_ev": -3.94,
  "charge": -1,
  "energy_ev": -8736.50753,
  "species": ["N", "C", "O", "O", "H", "H", "H", "H", "O"],
  "coordinates": [[-2.0984, 0.3000, -0.6775], [-0.6277, 0.3979, -0.7164], [-0.0286, -0.4113, 0.0338], [-0.1406, 1.2462, -1.4710], [-2.4274, 1.1106, -0.1759], [-2.3095, -0.5735, -0.2264], [2.8045, -0.1838, 0.5650], [1.9443, -1.0134, 1.4293], [2.8835, -0.8727, 1.2390]]
}

***

# 6
{
  "formula": "C31H56BClNO15PS",
  "method": "ωB97M-V/def2-TZVPD",
  "multiplicity": 1,
  "e_homo_ev": -9.03,
  "energy_ev": -98585.09919,
  "smiles": "CCCCCCCC[C@H]1[C@H](N)[C@@](B(O)O)(P(O)Cl)OS(=O)(=O)[C@H]1OCCC.O=C1CCCO1.O=C1CCCO1.O=C1CCCO1.O=C1CCCO1",
  "species": ["C", "C", "C", "C", "C", "C", "C", "C", "C", "C", "N", "C", "B", "O", "O", "P", "O", "Cl", "O", "S", "O", "O", "C", "O", "C", "C", "C", "H", "H", "H", "H", "H", "H", "H", "H", "H", "H", "H", "H", "H", "H", "H", "H", "H", "H", "H", "H", "H", "H", "H", "H", "H", "H", "H", "H", "H", "H", "H", "H", "O", "C", "C", "C", "C", "O", "H", "H", "H", "H", "H", "H", "O", "C", "C", "C", "C", "O", "H", "H", "H", "H", "H", "H", "O", "C", "C", "C", "C", "O", "H", "H", "H", "H", "H", "H", "O", "C", "C", "C", "C", "O", "H", "H", "H", "H", "H", "H"],
  "coordinates": [[-3.6504, 1.3550, 2.5091], [-4.0210, 0.0032, 1.8923], [-2.9623, -1.0924, 2.1143], [-2.0837, -1.4136, 0.8817], [-0.8006, -0.5835, 0.9592], [0.1920, -0.8262, -0.1659], [-0.3640, -0.5515, -1.5679], [-0.6077, 0.9445, -1.7724], [-1.4682, 1.3358, -2.9965], [-2.6817, 0.4031, -3.1776], [-2.3908, -0.7437, -4.0435], [-3.9261, 1.0633, -3.7953], [-3.8017, 1.5299, -5.3309], [-3.1837, 0.8001, -6.3069], [-4.3927, 2.7097, -5.7035], [-5.2374, -0.3490, -3.7688], [-5.8597, -0.1496, -5.2747], [-6.6559, 0.5328, -2.5590], [-4.4425, 2.2053, -3.0368], [-3.4942, 2.8707, -1.9536], [-3.4243, 2.0912, -0.7560], [-3.9335, 4.2273, -1.8315], [-1.8931, 2.8116, -2.8378], [-0.9532, 3.5462, -2.1531], [-0.9481, 4.9575, -2.4151], [0.1396, 5.3172, -3.4092], [1.5641, 5.1608, -2.8455], [-2.6105, 1.6234, 2.3242], [-3.7993, 1.3278, 3.5916], [-4.2944, 2.1469, 2.1260], [-4.9412, -0.3166, 2.3888], [-4.2753, 0.1273, 0.8387], [-2.3027, -0.7680, 2.9233], [-3.4584, -1.9987, 2.4622], [-2.6775, -1.1737, -0.0025], [-1.8616, -2.4759, 0.9375], [-0.3154, -0.8495, 1.8982], [-1.1117, 0.4626, 1.0447], [1.1331, -0.2945, -0.0098], [0.4232, -1.8938, -0.1341], [-1.2682, -1.1502, -1.6543], [0.4040, -0.8735, -2.2749], [0.3672, 1.4059, -1.9288], [-1.0329, 1.3804, -0.8711], [-0.8291, 1.3056, -3.8834], [-2.9429, 0.0285, -2.1847], [-1.7754, -0.4462, -4.7903], [-1.9075, -1.4693, -3.5335], [-3.3615, -0.1361, -6.1755], [-4.2202, 3.4419, -5.1084], [-6.3869, 0.6546, -5.3792], [-2.1245, 3.2525, -3.8174], [-1.9177, 5.2861, -2.7910], [-0.7841, 5.4657, -1.4658], [-0.0218, 6.3556, -3.7019], [0.0462, 4.6845, -4.2941], [2.1818, 5.9914, -3.1728], [2.0330, 4.2412, -3.1859], [1.5619, 5.1771, -1.7547], [0.1289, -3.2951, 1.9112], [0.4326, -3.4972, 3.0542], [1.4853, -4.4351, 3.6088], [1.1165, -4.5121, 5.0910], [0.4661, -3.1530, 5.3201], [-0.1588, -2.8215, 4.0609], [2.4649, -3.9861, 3.4568], [1.4451, -5.3936, 3.1047], [1.9617, -4.6992, 5.7487], [0.3840, -5.3063, 5.2474], [1.1768, -2.3605, 5.5535], [-0.3015, -3.1684, 6.0914], [1.5279, -0.6140, 6.7494], [0.6152, 0.1613, 6.7414], [0.1088, 0.9786, 5.5693], [-0.7767, 2.0228, 6.2467], [-1.2413, 1.2733, 7.4898], [-0.1553, 0.3891, 7.8275], [-0.4603, 0.3166, 4.9123], [0.9406, 1.4071, 5.0181], [-1.5995, 2.3795, 5.6310], [-0.1741, 2.8842, 6.5378], [-2.1289, 0.6665, 7.2997], [-1.4347, 1.9235, 8.3390], [3.9629, -6.0334, 3.4146], [4.1265, -7.1445, 3.0045], [4.3938, -7.5787, 1.5757], [4.1046, -9.0784, 1.6215], [4.4370, -9.4145, 3.0706], [4.1154, -8.2271, 3.8162], [5.4383, -7.3654, 1.3441], [3.7514, -7.0357, 0.8883], [4.6735, -9.6673, 0.9055], [3.0444, -9.2541, 1.4358], [5.4973, -9.6321, 3.2138], [3.8521, -10.2408, 3.4660], [3.6556, 6.0175, -5.9410], [4.4760, 5.4004, -5.3304], [5.6752, 4.6461, -5.8744], [6.0779, 3.7616, -4.6952], [5.6098, 4.5939, -3.5069], [4.4543, 5.3076, -3.9783], [6.4481, 5.3724, -6.1295], [5.3986, 4.0836, -6.7612], [7.1378, 3.5202, -4.6556], [5.5199, 2.8251, -4.7317], [6.3580, 5.3230, -3.1891], [5.3189, 3.9911, -2.6499]]
}